{
  "formula": "C22H36O3P2V",
  "method": "ωB97M-V with the def2-TZVPD basis set",
  "elements": ["C", "C", "H", "H", "H", "H", "C", "H", "O", "H", "H", "H", "H", "H", "C", "H", "H", "P", "C", "V", "H", "C", "H", "H", "C", "C", "H", "H", "H", "H", "O", "C", "C", "H", "C", "C", "C", "H", "H", "H", "C", "H", "H", "H", "O", "H", "H", "H", "H", "C", "H", "C", "P", "H", "C", "H", "C", "C", "H", "H", "C", "C", "H", "C"],
  "positions_angstrom": [[-2.883, 0.961, 2.450], [0.702, -4.299, -3.575], [0.190, -3.543, -4.176], [3.307, -4.716, -4.350], [-2.276, 4.013, 3.877], [0.059, 1.801, 0.959], [-1.598, -0.323, 0.697], [1.272, -1.623, 1.338], [-3.750, -0.055, 2.468], [-2.833, -2.727, -0.845], [-3.981, 2.173, 3.844], [2.785, -5.628, -2.118], [2.739, -2.610, 2.535], [1.116, -1.694, -0.975], [-2.000, -2.673, -1.578], [5.238, -2.674, -0.419], [4.038, 0.005, 0.239], [1.188, -4.183, 0.994], [-0.804, 1.904, 1.623], [-0.272, -3.735, -0.522], [5.043, -0.856, -2.512], [-0.510, -4.597, 1.661], [-0.404, -5.563, 2.174], [3.130, -3.034, -4.836], [2.456, -4.776, -1.508], [1.987, -1.010, -0.705], [-3.240, -0.817, 1.996], [2.238, -0.144, 1.291], [5.729, 0.244, -0.233], [0.175, -4.963, -1.329], [-2.086, -1.434, 1.120], [5.282, -1.854, 0.333], [3.337, -3.684, -3.967], [1.182, -5.085, -4.167], [2.210, -1.183, 0.919], [3.184, -1.982, 1.741], [3.029, -0.737, -1.774], [2.508, -5.582, 2.708], [-1.897, -1.571, -1.741], [-1.324, -4.633, 0.880], [-1.000, 3.039, 2.420], [-0.034, -4.754, -2.910], [2.099, -6.563, 1.263], [-2.499, -3.008, -2.518], [-1.051, -0.091, -0.406], [1.369, -0.098, -0.781], [5.072, -2.892, 2.185], [-0.756, -3.867, 2.446], [3.400, -5.330, 1.201], [-1.729, 0.863, 1.636], [4.386, -3.493, -3.673], [4.894, -0.474, -0.279], [1.975, -3.423, -2.608], [3.280, -4.447, -0.839], [4.372, -0.693, -1.647], [-0.259, 3.839, 2.426], [4.463, -2.250, 1.493], [1.154, -5.101, -0.722], [2.654, -0.708, -2.785], [1.084, -6.174, -0.493], [2.410, -5.563, 1.614], [-2.133, 3.134, 3.241], [6.337, -1.784, 0.653], [-3.088, 2.117, 3.233]],
  "lowdin_spin": [0.0000, 0.0112, 0.0001, 0.0005, 0.0000, 0.0000, -0.0005, 0.0010, -0.0001, 0.0015, 0.0000, 0.0004, 0.0045, 0.0021, -0.0867, 0.0004, 0.0000, 0.1452, 0.0000, 2.6643, 0.0001, 0.0523, 0.0031, 0.0000, 0.0147, 0.0062, 0.0000, 0.0000, 0.0000, 0.0424, -0.0017, 0.0011, 0.0043, 0.0008, 0.0006, 0.0070, 0.0003, 0.0005, -0.0073, 0.0162, 0.0000, 0.0077, 0.0055, -0.0026, 0.0007, 0.0000, 0.0002, 0.0040, 0.0006, -0.0001, 0.0002, 0.0004, 0.0081, 0.0009, 0.0024, 0.0000, 0.0061, 0.0437, 0.0002, 0.0093, 0.0284, 0.0000, 0.0001, 0.0000],
  "mol_weight_g_mol": 461.42,
  "e_homo_ev": [-7.035, -7.035],
  "de_lowest_kj_mol": 483.8,
  "e_tot_ev": -73795.9176,
  "fmax_ev_per_a": 9.90,
  "orbital_gap_ev": [5.7, 6.0],
  "spin_multiplicity": 4,
  "total_charge": 0
}